{"formula": "C9H14O", "method": "the ωB97M-V functional and the def2-TZVPD basis", "species": ["C", "C", "C", "C", "C", "C", "C", "H", "H", "H", "H", "H", "H", "H", "H", "C", "C", "O", "H", "H", "H", "H", "H", "H"], "coordinates": [[0.127, -2.202, -1.069], [1.011, -1.017, -0.608], [1.962, -1.191, 0.459], [2.640, -0.068, 0.854], [2.416, 1.178, 0.321], [1.506, 1.313, -0.667], [0.853, 0.227, -1.272], [0.691, -2.676, -1.906], [-0.812, -1.694, -1.472], [-0.042, -3.057, -0.401], [2.150, -2.186, 0.841], [3.321, -0.253, 1.722], [3.182, 1.917, 0.634], [1.287, 2.233, -1.226], [0.309, 0.487, -2.195], [-2.731, 0.889, 1.448], [-1.712, 0.352, 0.476], [-2.286, 0.631, -0.819], [-3.603, 0.220, 1.561], [-3.121, 1.803, 0.969], [-2.550, 1.290, 2.455], [-0.816, 0.968, 0.440], [-1.552, -0.729, 0.484], [-2.232, 1.566, -1.029]], "mulliken_charge": [-1.48, 1.08, -0.89, -0.07, -0.72, -0.03, -0.57, 0.40, 0.32, 0.34, 0.41, 0.27, 0.32, 0.32, 0.30, -1.05, 0.13, -0.56, 0.28, 0.24, 0.33, 0.15, 0.16, 0.31], "de_lowest_kj_mol": 160.4, "smiles": "Cc1ccccc1.CCO", "gap_ha": 0.3586}



{"formula": "C5H10N2", "method": "the ωB97M-V functional and the def2-TZVPD basis", "species": ["C", "C", "C", "C", "C", "N", "N", "H", "H", "H", "H", "H", "H", "H", "H", "H", "H"], "coordinates": [[0.026, 1.280, -0.407], [-1.057, 0.662, 0.053], [-2.488, 0.507, 0.219], [2.327, 0.815, 0.315], [0.189, -1.858, -0.254], [1.075, 0.383, -0.260], [0.342, -0.650, 0.500], [0.149, 2.259, -0.853], [-2.983, 1.369, -0.233], [-2.845, -0.405, -0.266], [-2.759, 0.461, 1.275], [2.199, 1.224, 1.327], [3.010, -0.033, 0.366], [2.748, 1.581, -0.335], [-0.729, -2.346, 0.065], [0.160, -1.689, -1.336], [1.032, -2.520, -0.021]], "mulliken_charge": [-0.47, 0.48, -1.02, -0.89, -0.79, 0.05, -0.44, 0.39, 0.33, 0.28, 0.25, 0.33, 0.26, 0.33, 0.31, 0.32, 0.29], "de_lowest_kj_mol": 416.2, "gap_ha": 0.3307}



{"formula": "C22H47InN3O", "method": "the ωB97M-V functional and the def2-TZVPD basis", "species": ["O", "C", "C", "C", "C", "C", "C", "C", "N", "C", "C", "C", "In", "H", "H", "H", "H", "H", "H", "H", "H", "H", "H", "H", "H", "H", "H", "H", "H", "H", "C", "C", "N", "C", "C", "C", "C", "H", "H", "H", "H", "H", "H", "H", "H", "H", "H", "H", "H", "H", "H", "H", "C", "C", "N", "C", "C", "C", "C", "H", "H", "H", "H", "H", "H", "H", "H", "H", "H", "H", "H", "H", "H", "H"], "coordinates": [[-5.501, -1.351, 3.866], [-5.688, -0.100, 3.275], [-6.957, 0.470, 3.285], [-7.171, 1.710, 2.687], [-6.100, 2.376, 2.093], [-4.831, 1.800, 2.115], [-4.593, 0.559, 2.711], [-3.202, -0.049, 2.739], [-2.687, -0.447, 4.034], [-2.616, 0.599, 5.061], [-1.412, 1.541, 4.912], [-1.563, 2.788, 4.028], [-2.989, 4.345, 4.759], [-6.016, -1.993, 3.369], [-7.763, -0.066, 3.776], [-8.152, 2.165, 2.713], [-6.234, 3.360, 1.666], [-3.987, 2.335, 1.695], [-2.511, 0.656, 2.280], [-3.213, -0.935, 2.093], [-3.228, -1.235, 4.359], [-2.513, 0.070, 6.013], [-3.540, 1.189, 5.129], [-1.166, 1.887, 5.923], [-0.566, 0.914, 4.594], [-1.821, 2.516, 3.002], [-0.587, 3.281, 3.969], [-3.851, 5.092, 3.380], [-2.039, 5.631, 5.573], [-4.152, 3.673, 5.928], [0.708, -1.923, -3.100], [0.484, -0.929, -1.970], [-0.812, -1.068, -1.336], [-1.155, 0.046, -0.464], [-0.290, 0.282, 0.777], [-1.119, -2.391, -0.820], [-0.161, -3.002, 0.213], [-0.095, -1.861, -3.837], [1.653, -1.700, -3.599], [0.766, -2.951, -2.739], [0.528, 0.085, -2.380], [1.324, -1.008, -1.260], [-2.194, -0.087, -0.153], [-1.140, 0.952, -1.079], [-0.470, -0.462, 1.552], [-0.532, 1.254, 1.212], [0.776, 0.290, 0.543], [-1.194, -3.077, -1.669], [-2.125, -2.343, -0.394], [0.882, -2.876, -0.082], [-0.349, -4.074, 0.300], [-0.286, -2.565, 1.202], [5.084, 1.836, -4.163], [4.592, 0.397, -4.138], [5.392, -0.495, -4.961], [4.770, -1.788, -5.179], [4.565, -2.701, -3.965], [6.815, -0.509, -4.674], [7.256, -0.862, -3.247], [5.154, 2.201, -5.189], [4.385, 2.472, -3.618], [6.060, 1.946, -3.691], [3.574, 0.367, -4.536], [4.519, 0.067, -3.089], [5.354, -2.320, -5.934], [3.792, -1.597, -5.634], [5.494, -3.159, -3.627], [3.880, -3.511, -4.226], [4.123, -2.163, -3.125], [7.218, 0.476, -4.923], [7.280, -1.202, -5.380], [6.659, -0.338, -2.499], [8.297, -0.567, -3.099], [7.186, -1.929, -3.042]], "mulliken_charge": [-0.57, 0.58, -0.52, -0.34, -0.83, -0.41, 0.20, 0.41, -0.31, -0.49, -0.65, -0.67, 0.46, 0.33, 0.41, 0.35, 0.38, 0.34, -0.79, 0.16, 0.36, 0.48, 0.25, 0.41, 0.30, -0.22, 0.44, -0.37, -0.38, -0.37, -1.27, -0.34, 0.15, -0.81, -0.87, -0.69, -0.97, 0.36, 0.23, 0.30, 0.45, 0.24, 0.40, 0.36, 0.11, 0.32, 0.43, 0.38, 0.38, 0.23, 0.38, 0.26, -1.49, -0.18, 0.07, -0.68, -1.02, -0.74, -0.94, 0.34, 0.44, 0.30, 0.38, 0.23, 0.35, 0.39, 0.32, 0.39, 0.23, 0.38, 0.36, 0.24, 0.38, 0.26], "total_charge": -1, "gap_ha": 0.2402}



{"formula": "C3H7IO", "method": "the ωB97M-V functional and the def2-TZVPD basis", "species": ["C", "C", "C", "O", "I", "H", "H", "H", "H", "H", "H", "H"], "coordinates": [[1.076, -0.262, 1.071], [-0.645, 1.057, -0.274], [-0.262, -0.065, 0.471], [-0.118, -1.914, -1.100], [-0.497, -1.305, -2.802], [1.662, 0.820, 1.052], [0.977, -0.729, 2.084], [1.479, -0.952, 0.335], [-0.911, 0.873, -1.371], [0.008, 1.795, -0.138], [-1.765, 1.520, -0.098], [-1.005, -0.838, 0.769]], "mulliken_charge": [-0.89, -0.83, 0.42, -0.70, 0.18, 0.27, 0.29, 0.31, 0.08, 0.31, 0.26, 0.30], "de_lowest_kj_mol": 421.3, "gap_ha": 0.2542}



{"formula": "C7H11N2O", "method": "the ωB97M-V functional and the def2-TZVPD basis", "species": ["C", "C", "N", "C", "O", "N", "C", "C", "C", "C", "H", "H", "H", "H", "H", "H", "H", "H", "H", "H", "H"], "coordinates": [[-1.396, 1.482, 0.221], [-1.456, 0.031, 0.203], [-2.429, -0.700, 0.600], [-0.406, -0.743, -0.637], [-0.793, -2.012, -0.608], [0.951, -0.516, -0.271], [1.368, -0.454, 1.061], [2.678, -0.101, 0.986], [3.079, 0.039, -0.372], [1.974, -0.257, -1.170], [-0.336, 1.693, 0.163], [-1.930, 1.890, -0.817], [-1.799, 2.028, 1.000], [-2.504, -1.724, 0.490], [-3.108, -0.270, 1.234], [-0.568, -0.304, -1.573], [-0.081, -2.619, -0.224], [0.635, -0.380, 1.798], [3.203, 0.269, 1.954], [4.068, 0.108, -0.764], [1.836, -0.276, -2.157]], "mulliken_charge": [-1.28, 0.18, -0.18, 0.45, -0.62, 0.08, -0.40, -0.39, -0.68, -0.37, 0.30, 0.32, 0.52, 0.28, 0.30, 0.41, 0.39, 0.42, 0.30, 0.43, 0.52], "de_lowest_kj_mol": 159.2, "smiles": "CC(=[NH2+])[C@H](O)n1cccc1", "total_charge": 1, "gap_ha": 0.2789}



{"formula": "C6H11NO", "method": "the ωB97M-V functional and the def2-TZVPD basis", "species": ["C", "C", "C", "N", "C", "C", "C", "H", "H", "H", "H", "H", "H", "H", "H", "H", "O", "H", "H"], "coordinates": [[-1.901, -0.552, -0.401], [-0.430, -0.334, -0.531], [0.397, -1.429, -0.724], [1.684, -0.953, -0.798], [1.690, 0.390, -0.583], [0.382, 0.819, -0.418], [-0.124, 2.182, 0.005], [-2.425, 0.125, -1.092], [-2.337, -0.348, 0.579], [-2.259, -1.536, -0.698], [0.102, -2.457, -0.842], [2.505, -1.551, -0.859], [2.563, 1.018, -0.611], [-0.093, 2.205, 1.096], [0.553, 2.932, -0.397], [-1.155, 2.302, -0.311], [0.079, -0.913, 2.536], [0.156, -1.646, 1.917], [0.612, -0.255, 2.133]], "mulliken_charge": [-1.49, 1.08, -1.18, 0.02, -0.83, 0.59, -1.14, 0.33, 0.28, 0.40, 0.42, 0.21, 0.42, 0.23, 0.38, 0.31, -0.63, 0.32, 0.30], "de_lowest_kj_mol": 61.3, "smiles": "Cc1c[nH]cc1C.O", "gap_ha": 0.3339}



{"formula": "C18H29FN3O5PS2", "method": "the ωB97M-V functional and the def2-TZVPD basis", "species": ["C", "C", "F", "O", "P", "O", "O", "O", "C", "C", "C", "S", "C", "S", "N", "C", "C", "O", "C", "C", "H", "H", "H", "H", "H", "H", "H", "H", "H", "H", "H", "H", "H", "H", "H", "H", "H", "H", "H", "C", "C", "C", "N", "C", "H", "H", "H", "H", "H", "C", "C", "C", "N", "C", "H", "H", "H", "H", "H"], "coordinates": [[1.400, -2.667, 1.690], [1.812, -1.215, 1.671], [1.277, -0.550, 2.755], [1.299, -0.601, 0.498], [1.952, 0.759, -0.043], [3.377, 0.888, 0.251], [1.586, 0.698, -1.591], [1.086, 1.959, 0.483], [-0.337, 1.924, 0.211], [-1.125, 1.197, 1.306], [-2.234, 2.065, 1.900], [-3.746, 1.186, 2.406], [-3.025, -0.344, 3.036], [-1.896, -0.284, 4.215], [-3.497, -1.531, 2.524], [-2.494, -2.472, 1.985], [-2.488, -2.580, 0.455], [-3.780, -2.619, -0.114], [-4.487, -1.451, 0.267], [-4.747, -1.529, 1.758], [2.245, -3.310, 1.448], [1.028, -2.919, 2.683], [0.608, -2.847, 0.963], [2.889, -1.050, 1.706], [2.136, 0.054, -2.061], [-0.501, 1.453, -0.759], [-0.661, 2.959, 0.109], [-0.429, 0.915, 2.092], [-1.542, 0.273, 0.903], [-2.593, 2.795, 1.172], [-1.864, 2.615, 2.766], [-2.664, -3.461, 2.419], [-1.517, -2.133, 2.326], [-2.001, -3.517, 0.183], [-1.904, -1.763, 0.008], [-5.411, -1.402, -0.309], [-3.874, -0.569, 0.039], [-5.416, -0.751, 2.117], [-5.231, -2.491, 1.954], [2.591, -3.668, -2.217], [3.552, -4.344, -3.016], [4.724, -3.639, -2.929], [4.509, -2.566, -2.111], [3.214, -2.577, -1.671], [1.563, -3.951, -2.061], [3.400, -5.244, -3.589], [5.686, -3.813, -3.378], [5.195, -1.876, -1.863], [2.851, -1.812, -1.009], [1.272, 6.694, -1.884], [1.934, 5.497, -1.494], [1.228, 4.450, -2.022], [0.167, 4.967, -2.715], [0.186, 6.334, -2.636], [1.561, 7.702, -1.640], [2.826, 5.413, -0.896], [1.394, 3.388, -1.966], [-0.520, 4.427, -3.207], [-0.567, 6.931, -3.121]], "mulliken_charge": [-1.21, 0.53, -0.34, 0.24, 0.60, -0.82, -0.57, -0.36, -0.81, 0.61, -0.94, -0.22, 0.26, -0.21, 0.04, -0.50, -0.32, -0.48, -0.19, -0.96, 0.38, 0.40, 0.11, 0.38, 0.38, 0.40, 0.45, 0.21, -0.43, 0.50, 0.44, 0.38, 0.10, 0.41, 0.19, 0.36, 0.16, 0.49, 0.35, -0.51, -0.65, -0.52, -0.01, -0.39, 0.47, 0.41, 0.40, 0.23, 0.58, -0.45, -0.47, -0.54, 0.00, -0.52, 0.39, 0.43, 0.53, 0.22, 0.39], "smiles": "C[C@H](F)O[P@@](=O)(O)OCCCSC(=S)N1CCOCC1.c1cc[nH]c1.c1cc[nH]c1", "gap_ha": 0.3049}



{"formula": "C15H43NO7", "method": "the ωB97M-V functional and the def2-TZVPD basis", "species": ["C", "C", "C", "C", "C", "C", "C", "C", "C", "N", "O", "H", "H", "H", "H", "H", "H", "H", "H", "H", "H", "H", "H", "H", "H", "H", "H", "H", "H", "H", "C", "O", "H", "H", "H", "H", "C", "O", "H", "H", "H", "H", "C", "O", "H", "H", "H", "H", "C", "O", "H", "H", "H", "H", "C", "O", "H", "H", "H", "H", "C", "O", "H", "H", "H", "H"], "coordinates": [[-0.255, 0.733, -4.211], [-0.763, -0.214, -3.119], [0.338, -0.327, -2.061], [-2.004, 0.359, -2.449], [-3.241, 0.266, -3.321], [-3.477, -1.184, -3.703], [-2.265, -1.811, -4.420], [-2.516, -3.311, -4.516], [-2.126, -1.233, -5.847], [-1.099, -1.577, -3.556], [0.043, -2.132, -4.205], [0.182, 1.626, -3.753], [-1.044, 1.076, -4.878], [0.541, 0.274, -4.799], [0.093, -1.081, -1.307], [0.502, 0.639, -1.586], [1.271, -0.675, -2.513], [-2.220, -0.188, -1.523], [-1.864, 1.393, -2.119], [-3.105, 0.882, -4.218], [-4.095, 0.694, -2.792], [-4.351, -1.243, -4.359], [-3.709, -1.747, -2.796], [-1.607, -3.851, -4.778], [-2.863, -3.723, -3.565], [-3.268, -3.503, -5.280], [-2.863, -0.456, -6.053], [-1.140, -0.804, -6.019], [-2.204, -2.004, -6.616], [0.362, -2.794, -3.586], [1.152, 0.297, 1.707], [-0.108, -0.261, 2.057], [1.949, -0.397, 1.945], [1.223, 0.531, 0.636], [1.274, 1.267, 2.203], [-0.805, 0.109, 1.500], [-0.583, -0.252, 5.578], [0.213, -1.091, 4.778], [-0.811, -0.763, 6.514], [-0.085, 0.694, 5.836], [-1.537, 0.011, 5.105], [0.113, -0.811, 3.859], [-3.290, 1.695, 1.827], [-2.236, 1.282, 0.954], [-3.371, 0.969, 2.630], [-3.105, 2.685, 2.251], [-4.236, 1.771, 1.286], [-1.756, 2.052, 0.639], [3.371, -2.863, 3.258], [4.640, -2.377, 3.663], [2.669, -2.632, 4.053], [3.027, -2.385, 2.331], [3.394, -3.939, 3.052], [5.260, -2.522, 2.944], [3.005, 4.178, 2.447], [4.154, 4.310, 3.272], [2.264, 3.507, 2.896], [2.544, 5.143, 2.232], [3.337, 3.723, 1.516], [3.915, 4.825, 4.048], [3.700, 0.885, 4.547], [4.690, 1.873, 4.734], [2.685, 1.280, 4.698], [3.704, 0.429, 3.548], [3.882, 0.081, 5.256], [4.503, 2.612, 4.143]], "mulliken_charge": [-1.88, 2.18, -2.23, -1.15, -0.72, -1.43, 1.84, -1.92, -1.61, 0.01, -0.48, 0.41, 0.37, 0.41, 0.51, 0.41, 0.43, 0.35, 0.36, 0.27, 0.38, 0.39, 0.39, 0.43, 0.39, 0.44, 0.33, 0.30, 0.43, 0.36, 0.26, -0.58, -0.21, 0.02, 0.14, 0.33, -0.56, -0.42, 0.25, 0.24, 0.18, 0.39, -0.70, -0.43, 0.26, 0.30, 0.25, 0.28, -0.42, -0.49, 0.17, 0.15, 0.35, 0.27, -0.50, -0.56, 0.18, 0.33, 0.22, 0.30, -0.32, -0.57, 0.15, 0.15, 0.28, 0.34], "de_lowest_kj_mol": 93.1, "smiles": "CC1(C)CCCC(C)(C)N1O.CO.CO.CO.CO.CO.CO", "gap_ha": 0.3269}